Entry 1:
{"formula": "C6H12N4", "method": "ωB97M-V/def2-TZVPD", "relative_energy_ev": 0.669, "smiles": "N[N@H+]1CC=CC=C1NC=[NH2+]", "gap_ev": 8.1, "homo_ha": -0.60439, "charge": 2, "symbols": ["N", "N", "C", "C", "C", "C", "C", "N", "C", "N", "H", "H", "H", "H", "H", "H", "H", "H", "H", "H", "H", "H"], "positions_angstrom": [[0.169, 2.119, -0.072], [0.792, 0.876, -0.372], [2.123, 0.668, 0.288], [2.667, -0.705, 0.038], [1.845, -1.754, -0.109], [0.432, -1.582, -0.022], [-0.137, -0.244, -0.074], [-1.476, 0.111, -0.016], [-2.526, -0.690, -0.038], [-3.755, -0.275, 0.070], [0.550, 2.886, -0.622], [0.281, 2.353, 0.915], [0.960, 0.850, -1.395], [1.995, 0.804, 1.374], [2.813, 1.436, -0.075], [3.738, -0.818, 0.080], [2.228, -2.755, -0.229], [-0.212, -2.427, 0.138], [-1.605, 1.129, 0.039], [-2.353, -1.756, -0.146], [-4.000, 0.703, 0.184], [-4.530, -0.929, 0.043]], "mulliken_charge": [-0.7886, 0.2158, -0.4367, -0.5580, -0.5381, -0.3415, 0.4005, -0.1454, 0.2800, -0.2501, 0.3031, 0.2945, 0.4238, 0.2958, 0.4591, 0.4498, 0.4488, 0.3163, 0.3424, 0.2959, 0.2504, 0.2822]}



Entry 2:
{"formula": "C5H8BrN2", "method": "ωB97M-V/def2-TZVPD", "relative_energy_ev": 3.574, "smiles": "CC1=[N+]=C[C@@H](Br)N1C", "gap_ev": 8.2, "homo_ha": -0.54664, "charge": 1, "symbols": ["C", "C", "N", "C", "C", "Br", "N", "C", "H", "H", "H", "H", "H", "H", "H", "H"], "positions_angstrom": [[1.992, -0.228, 0.061], [0.657, -0.314, 0.503], [0.521, -1.044, 1.653], [-0.706, -1.101, 2.018], [-1.537, -0.298, 1.032], [-3.304, 1.170, 1.688], [-0.457, 0.152, 0.067], [-0.809, 1.051, -0.946], [2.580, 0.125, 0.861], [2.347, -1.171, -0.165], [2.123, 0.496, -0.786], [-1.130, -1.643, 2.940], [-2.130, -1.081, 0.525], [-1.495, 1.887, -0.680], [0.047, 1.640, -1.138], [-1.190, 0.578, -1.857]], "mulliken_charge": [-1.0955, 0.6403, -0.4533, 0.1637, -0.5052, -0.0108, 0.2329, -0.9010, 0.3688, 0.3378, 0.3217, 0.3826, 0.4963, 0.3346, 0.3797, 0.3073]}



Entry 3:
{"formula": "C28H44BrMnN3P2", "method": "ωB97M-V/def2-TZVPD", "relative_energy_ev": 1.981, "multiplicity": 6, "gap_ev": [5.0, 4.3], "homo_ha": [-0.42675, -0.42671], "charge": 2, "symbols": ["N", "C", "C", "C", "C", "C", "C", "Mn", "P", "C", "C", "C", "C", "C", "C", "C", "Br", "H", "H", "H", "H", "H", "H", "H", "H", "H", "H", "P", "C", "C", "H", "H", "H", "H", "H", "C", "C", "H", "H", "H", "H", "H", "C", "C", "H", "H", "H", "H", "H", "C", "C", "H", "H", "H", "H", "H", "C", "C", "H", "H", "H", "H", "H", "C", "C", "H", "H", "H", "H", "H", "N", "C", "C", "N", "C", "H", "H", "H", "H"], "positions_angstrom": [[-6.609, 5.191, -4.688], [-6.342, 5.642, -3.453], [-5.512, 4.936, -2.561], [-4.897, 3.710, -2.945], [-5.202, 3.277, -4.261], [-6.069, 4.027, -5.083], [-3.957, 3.015, -2.042], [-0.261, 0.073, 0.767], [5.156, -0.689, 0.604], [-3.110, 1.988, -2.412], [-2.010, 1.507, -1.608], [-0.795, 1.085, -2.208], [0.432, 1.408, -1.548], [0.403, 1.875, -0.209], [-0.897, 2.070, 0.435], [-2.061, 1.700, -0.222], [1.735, 2.154, 1.167], [-3.953, 3.453, -1.047], [-3.166, 1.665, -3.463], [-5.385, 5.416, -1.609], [-4.794, 2.381, -4.693], [-6.838, 6.617, -3.206], [-6.347, 3.691, -6.106], [-0.957, 0.632, -3.212], [-3.032, 1.745, 0.236], [1.380, 1.398, -2.062], [-0.853, 2.629, 1.359], [-0.484, -2.194, 0.453], [5.298, 1.109, 0.744], [6.663, 1.680, 0.296], [5.153, 1.333, 1.822], [4.457, 1.542, 0.170], [6.711, 2.739, 0.562], [7.495, 1.182, 0.806], [6.821, 1.607, -0.784], [4.393, -1.169, -0.958], [5.344, -2.185, -1.605], [4.267, -0.271, -1.576], [3.408, -1.604, -0.756], [5.147, -2.312, -2.669], [6.388, -1.871, -1.499], [5.249, -3.170, -1.141], [4.039, -1.282, 1.920], [4.897, -1.875, 3.097], [3.392, -2.072, 1.470], [3.409, -0.421, 2.232], [4.310, -2.657, 3.621], [5.832, -2.334, 2.698], [5.177, -1.087, 3.828], [-0.297, -3.642, 1.578], [-1.477, -4.603, 1.668], [-0.067, -3.244, 2.573], [0.597, -4.198, 1.263], [-2.347, -4.127, 2.136], [-1.790, -4.978, 0.685], [-1.216, -5.483, 2.273], [0.703, -2.552, -0.902], [0.131, -2.393, -2.299], [1.111, -3.558, -0.754], [1.535, -1.848, -0.756], [-0.773, -2.996, -2.448], [-0.114, -1.342, -2.506], [0.870, -2.733, -3.034], [-2.232, -2.045, -0.136], [-3.245, -1.645, 0.948], [-2.545, -2.985, -0.618], [-2.222, -1.275, -0.928], [-3.932, -0.901, 0.533], [-3.873, -2.474, 1.289], [-2.779, -1.220, 1.848], [-1.294, 1.109, 4.835], [-1.510, -0.251, 5.001], [-0.946, -0.854, 3.920], [-0.513, 0.137, 3.017], [-0.645, 1.293, 3.663], [-1.561, 1.841, 5.478], [-2.038, -0.685, 5.825], [-0.742, -1.899, 3.750], [-0.213, 2.263, 3.436]], "lowdin_spin": [0.0090, -0.0020, 0.0085, 0.0020, 0.0083, -0.0020, 0.0337, 4.5547, 0.0002, -0.0055, 0.0409, 0.0497, 0.0363, -0.0102, 0.0078, 0.0396, 0.0420, 0.0018, -0.0005, 0.0003, 0.0004, -0.0002, -0.0002, 0.0012, 0.0021, 0.0015, 0.0048, 0.0383, 0.0001, 0.0000, 0.0000, 0.0002, 0.0000, 0.0000, 0.0000, 0.0000, 0.0000, 0.0000, 0.0000, 0.0000, 0.0000, 0.0000, 0.0005, 0.0001, 0.0001, 0.0001, 0.0000, 0.0000, 0.0000, 0.0056, 0.0005, 0.0004, 0.0002, 0.0001, 0.0000, 0.0002, 0.0201, 0.0001, 0.0023, 0.0050, 0.0001, 0.0000, 0.0000, 0.0192, 0.0057, 0.0033, 0.0025, 0.0001, 0.0005, 0.0023, 0.0040, 0.0016, 0.0056, 0.0460, 0.0097, 0.0003, 0.0002, 0.0001, 0.0003]}



Entry 4:
{"formula": "H12S6", "method": "ωB97M-V/def2-TZVPD", "relative_energy_ev": 0.034, "smiles": "S.S.S.S.S.S", "gap_ev": 10.3, "homo_ha": -0.35885, "symbols": ["S", "H", "H", "S", "H", "H", "S", "H", "H", "S", "H", "H", "S", "H", "H", "S", "H", "H"], "positions_angstrom": [[3.321, -1.135, 2.271], [3.276, -2.465, 2.099], [4.564, -1.146, 2.785], [3.273, 3.706, 1.729], [3.807, 3.876, 0.512], [4.325, 2.975, 2.132], [2.134, -2.360, -5.999], [1.074, -1.587, -6.231], [2.987, -1.338, -5.884], [-3.587, 4.861, 3.999], [-3.037, 3.795, 4.578], [-2.865, 4.832, 2.875], [-3.713, -0.717, -5.496], [-4.192, -1.694, -4.713], [-2.635, -1.414, -5.891], [-2.439, -3.771, 3.802], [-2.782, -2.643, 4.429], [-3.510, -3.775, 3.002]], "mulliken_charge": [-0.2932, 0.1527, 0.1442, -0.2831, 0.1434, 0.1359, -0.2753, 0.1306, 0.1448, -0.2905, 0.1435, 0.1470, -0.2793, 0.1459, 0.1334, -0.2877, 0.1434, 0.1444]}



Entry 5:
{"formula": "C10H20BeFO7", "method": "ωB97M-V/def2-TZVPD", "relative_energy_ev": 10.259, "gap_ev": 2.1, "homo_ha": -0.46663, "charge": 1, "symbols": ["Be", "F", "C", "C", "C", "O", "C", "H", "H", "H", "H", "H", "H", "H", "H", "C", "O", "C", "O", "O", "C", "H", "H", "H", "H", "H", "H", "C", "O", "C", "O", "O", "C", "H", "H", "H", "H", "H", "H"], "positions_angstrom": [[-2.300, -0.083, -2.398], [-3.648, 3.246, -0.086], [3.647, 3.908, -4.838], [2.791, 5.206, -4.744], [1.692, 4.677, -3.786], [1.834, 3.266, -3.610], [3.268, 2.961, -3.772], [4.732, 3.972, -4.919], [3.533, 3.460, -5.826], [2.396, 5.473, -5.725], [3.249, 6.094, -4.309], [0.687, 5.005, -4.052], [1.895, 5.189, -2.846], [3.370, 1.907, -4.028], [3.882, 2.948, -2.871], [-4.889, -6.495, 1.359], [-5.114, -5.617, 2.412], [-4.941, -4.264, 2.316], [-4.350, -3.665, 1.419], [-5.360, -3.657, 3.491], [-5.065, -2.246, 3.709], [-5.002, -7.543, 1.635], [-3.859, -6.529, 1.003], [-5.437, -6.289, 0.440], [-5.563, -1.492, 3.099], [-3.988, -2.197, 3.549], [-5.097, -1.849, 4.723], [1.440, 1.684, 2.739], [2.386, 0.729, 3.002], [2.345, -0.406, 2.237], [1.559, -0.649, 1.320], [3.252, -1.214, 2.676], [3.399, -2.541, 2.201], [1.180, 1.983, 1.724], [1.562, 2.601, 3.316], [0.483, 1.324, 3.116], [3.188, -2.747, 1.152], [2.554, -3.136, 2.549], [4.287, -3.012, 2.624]], "mulliken_charge": [0.9144, -0.2480, -0.5196, -0.5023, -0.3641, -0.2945, -0.4151, 0.3952, 0.2654, 0.2508, 0.3000, 0.3576, 0.2802, 0.2968, 0.2742, -0.6666, -0.2635, 0.7082, -0.5631, -0.2802, -0.6456, 0.2781, 0.2968, 0.2978, 0.2775, 0.2727, 0.2901, -0.6877, -0.2844, 0.8248, -0.6079, -0.3002, -0.7046, 0.2760, 0.2811, 0.3038, 0.3165, 0.3199, 0.2695]}



Entry 6:
{"formula": "C20H30N12O4STi", "method": "ωB97M-V/def2-TZVPD", "relative_energy_ev": 1.858, "multiplicity": 3, "gap_ev": [4.6, 7.2], "homo_ha": [-0.16115, -0.25707], "symbols": ["Ti", "O", "C", "C", "C", "C", "C", "C", "C", "O", "N", "N", "C", "C", "C", "C", "C", "C", "C", "O", "H", "H", "H", "H", "H", "H", "H", "H", "H", "H", "N", "N", "C", "N", "S", "H", "H", "H", "H", "H", "C", "N", "C", "C", "N", "N", "C", "N", "N", "H", "H", "H", "H", "H", "H", "H", "H", "H", "H", "H", "N", "C", "N", "O", "H", "H", "H", "H"], "positions_angstrom": [[0.058, 0.114, 0.893], [4.280, 1.886, -1.694], [3.594, 3.009, -1.419], [3.995, 4.186, -2.058], [3.328, 5.372, -1.820], [2.250, 5.419, -0.940], [1.853, 4.252, -0.308], [2.506, 3.044, -0.531], [2.026, 1.817, 0.153], [1.002, 1.911, 0.959], [2.637, 0.685, -0.067], [1.972, -0.343, 0.641], [2.700, -1.406, 1.051], [2.130, -2.358, 1.951], [2.866, -3.512, 2.284], [2.425, -4.433, 3.214], [1.213, -4.223, 3.867], [0.461, -3.092, 3.568], [0.883, -2.171, 2.623], [0.135, -1.075, 2.396], [3.884, 1.162, -1.139], [4.837, 4.135, -2.734], [3.656, 6.273, -2.323], [1.734, 6.349, -0.749], [1.024, 4.248, 0.388], [3.731, -1.502, 0.725], [3.818, -3.666, 1.788], [3.026, -5.303, 3.440], [0.859, -4.931, 4.604], [-0.479, -2.911, 4.070], [-2.719, -1.121, 3.457], [-3.689, -2.075, 3.013], [-3.917, -2.283, 1.701], [-5.039, -3.023, 1.427], [-2.931, -1.692, 0.497], [-1.984, -1.117, 2.732], [-2.263, -1.561, 4.257], [-4.469, -2.176, 3.648], [-5.367, -3.672, 2.125], [-5.081, -3.359, 0.478], [-1.953, 2.176, -3.636], [-2.123, 1.004, -2.773], [-1.826, -0.246, -3.462], [-1.551, 1.120, -1.499], [-0.495, 0.519, -1.098], [-2.266, 1.995, -0.692], [-2.228, 2.176, 0.700], [-2.971, 3.274, 1.076], [-1.655, 1.338, 1.473], [-2.637, 2.104, -4.480], [-0.926, 2.240, -4.012], [-2.173, 3.095, -3.099], [-2.540, -0.362, -4.276], [-1.942, -1.083, -2.774], [-0.814, -0.264, -3.888], [-0.055, -0.031, -1.834], [-3.064, 2.403, -1.154], [-2.938, 4.057, 0.441], [-2.861, 3.559, 2.039], [-1.677, 1.642, 2.447], [1.619, -1.701, -2.087], [0.687, -2.568, -1.564], [0.512, -3.743, -2.237], [0.029, -2.282, -0.579], [2.335, -2.075, -2.687], [1.947, -1.016, -1.412], [0.895, -3.891, -3.152], [-0.272, -4.299, -1.945]], "lowdin_spin": [1.1383, 0.0015, 0.0041, -0.0004, 0.0049, -0.0004, 0.0045, 0.0006, 0.0239, 0.0124, 0.0000, 0.0864, 0.2955, 0.0201, 0.0763, -0.0058, 0.0907, -0.0059, 0.0647, 0.0583, 0.0002, -0.0001, 0.0004, -0.0002, 0.0004, 0.0199, 0.0027, -0.0028, 0.0069, -0.0027, 0.0000, 0.0001, 0.0005, 0.0002, 0.0032, 0.0003, 0.0001, 0.0000, 0.0001, 0.0000, 0.0014, 0.0035, 0.0006, 0.0161, 0.0091, 0.0033, 0.0241, 0.0110, 0.0018, 0.0000, 0.0001, 0.0001, 0.0001, 0.0000, 0.0002, 0.0019, 0.0002, 0.0011, 0.0005, 0.0008, 0.0055, 0.0030, 0.0003, 0.0133, 0.0004, 0.0026, 0.0001, 0.0000]}



| no. | total energy (a.u.) |
| --- | --- |
| 1 | -454.16637 |
| 2 | -2878.50158 |
| 3 | -5664.67275 |
| 4 | -2396.24182 |
| 5 | -1033.60434 |
| 6 | -2985.96041 |